No. 1
A molecular structure, C23H36EuN4. Source: the OMol25 dataset; level of theory: the ωB97M-V functional and the def2-TZVPD basis.

Its energy above the lowest of the compared OMol25 structures with the same formula, charge and spin is 0.0 kcal/mol. Its total charge is +2. The multiplicity is 8. For the HOMO energy (alpha / beta), the calculation gives -13.57 / -15.03 eV. The calculation puts the HOMO-LUMO gap (alpha / beta) at 8.2 / 9.7 eV.

Cartesian coordinates (Å):
Eu (0.03198, 0.45396, -0.15318)
C (1.66654, -2.37367, 0.57061)
C (2.57280, -1.25262, 1.07012)
N (1.85514, -0.09974, 1.66160)
C (1.22855, -0.35174, 2.97252)
C (-0.19338, -0.89831, 2.94594)
C (-0.71226, -1.53026, 4.06765)
C (-2.00074, -2.03819, 4.00593)
C (-2.72705, -1.94601, 2.82860)
C (-2.15091, -1.30082, 1.74290)
C (-2.91898, -1.20073, 0.43058)
N (-2.11634, -0.94575, -0.78147)
C (-1.56214, -2.14928, -1.44405)
C (-0.41912, -2.82139, -0.68968)
N (0.81936, -2.01517, -0.59008)
N (-0.92914, -0.76288, 1.83631)
H (1.00204, -2.68521, 1.37865)
H (2.29269, -3.24427, 0.35348)
H (3.19499, -0.87461, 0.25329)
H (3.25408, -1.69497, 1.80601)
H (2.51195, 0.66548, 1.76132)
H (1.21760, 0.59464, 3.52034)
H (1.83210, -1.04421, 3.57053)
H (-0.11668, -1.63612, 4.96408)
H (-2.42889, -2.53355, 4.86716)
H (-3.71525, -2.37808, 2.75019)
H (-3.64192, -0.38516, 0.52148)
H (-3.50404, -2.12188, 0.32880)
H (-2.69911, -0.45676, -1.45073)
H (-1.23498, -1.85534, -2.44556)
H (-2.34538, -2.90440, -1.57715)
H (-0.22717, -3.78994, -1.16112)
H (-0.74386, -3.04850, 0.32725)
H (1.35984, -2.13415, -1.44231)
C (0.88691, 3.78519, 1.58210)
C (0.55465, 3.23088, 0.21718)
C (-0.78842, 3.15106, -0.19435)
C (-1.89599, 3.50940, 0.76819)
C (-1.10022, 2.69955, -1.48981)
C (-2.53122, 2.73728, -1.97370)
C (-0.07688, 2.24938, -2.34481)
C (-0.42378, 1.62633, -3.67693)
C (1.26571, 2.32389, -1.93148)
C (2.37201, 1.90193, -2.86840)
C (1.57996, 2.79177, -0.64144)
C (3.01913, 2.80552, -0.18518)
H (0.91883, 3.00835, 2.35508)
H (0.14936, 4.51590, 1.90276)
H (1.85325, 4.28241, 1.58711)
H (-2.12914, 4.57628, 0.73073)
H (-1.62760, 3.27642, 1.79771)
H (-2.81556, 2.97206, 0.54414)
H (-3.09154, 1.82518, -1.74226)
H (-2.58010, 2.87798, -3.05027)
H (-3.07639, 3.55963, -1.51724)
H (-0.40862, 2.35993, -4.48647)
H (-1.41872, 1.18440, -3.66761)
H (0.28015, 0.84065, -3.94892)
H (2.67002, 0.85647, -2.72833)
H (3.26466, 2.50463, -2.71923)
H (2.07849, 2.01290, -3.90839)
H (3.10879, 2.75949, 0.89839)
H (3.52752, 3.71939, -0.50218)
H (3.58332, 1.97108, -0.60080)

Atoms 1-3, force components in eV/Å:
0.062 -0.294 -0.038
-0.018 -0.214 0.075
0.050 -0.083 0.092

These are the Löwdin partial charges, in e, on atoms 1 to 8: Eu 1.73; C -0.20; C -0.19; N -0.14; C -0.13; C -0.26; C 0.01; C 0.00

No. 2
A molecular structure, C24H19BrF9InN9O4. Source: the OMol25 dataset; level of theory: the ωB97M-V functional and the def2-TZVPD basis.

Its energy above the lowest of the compared OMol25 structures with the same formula, charge and spin is 39.7 kcal/mol. Its total charge is +1. For the HOMO energy, the calculation gives -11.35 eV. The calculation puts the HOMO-LUMO gap at 7.7 eV.

Cartesian coordinates (Å):
In (1.24608, -0.81955, 0.10836)
F (1.99117, -2.57624, 1.90636)
C (3.36864, -2.53036, 2.00622)
F (3.68859, -2.78495, 3.26630)
F (3.84732, -3.48354, 1.22935)
C (3.82383, -1.12089, 1.50282)
O (3.27418, -0.88130, 0.25549)
C (5.38512, -1.07400, 1.38656)
F (5.78607, 0.18708, 1.17922)
F (5.77715, -1.81501, 0.36022)
F (5.96327, -1.52727, 2.50298)
C (3.36452, -0.04098, 2.52347)
F (3.90768, -0.13120, 3.71904)
F (1.98219, -0.14572, 2.67442)
F (3.58096, 1.18495, 2.04659)
N (0.75925, 4.02698, -1.91660)
N (0.85709, 3.19049, -0.84663)
N (0.99495, 3.65218, 0.37809)
C (1.14127, 2.53344, 1.07402)
N (1.07316, 1.46360, 0.27268)
N (0.89057, 1.90659, -0.97206)
H (0.54492, 4.96945, -1.64093)
H (0.27146, 3.63137, -2.70228)
H (1.28247, 2.50711, 2.14001)
C (-2.70942, 4.87772, 1.79487)
C (-3.41687, 3.94463, 0.84140)
C (-4.70367, 3.48184, 1.09186)
C (-5.33475, 2.59787, 0.22418)
C (-4.69131, 2.15739, -0.92406)
N (-5.35848, 1.22813, -1.76877)
C (-4.85201, 0.23259, -2.57380)
O (-5.45860, -0.21982, -3.51551)
N (-3.56863, -0.25012, -2.26685)
C (-2.97432, -0.40003, -1.01792)
C (-3.69983, -0.51475, 0.16771)
C (-3.03690, -0.60361, 1.37466)
C (-1.65788, -0.60450, 1.39591)
N (-0.96019, -0.52972, 0.25561)
C (-1.59423, -0.43789, -0.92556)
C (-3.42800, 2.66044, -1.22122)
C (-2.80174, 3.52617, -0.33730)
H (-3.32588, 5.09354, 2.66637)
H (-2.46947, 5.82587, 1.30910)
H (-1.77043, 4.44126, 2.14321)
H (-5.22413, 3.80986, 1.98550)
H (-6.33736, 2.24210, 0.44363)
H (-6.34502, 1.37082, -1.90794)
H (-3.13186, -0.69726, -3.05504)
H (-4.78087, -0.55931, 0.13144)
H (-3.58779, -0.69111, 2.30025)
H (-1.10137, -0.68153, 2.32074)
H (-0.98582, -0.39418, -1.82196)
H (-2.94337, 2.38225, -2.14968)
H (-1.81027, 3.90594, -0.57523)
Br (5.03155, -7.20177, -1.00634)
C (4.18300, -5.57530, -1.42589)
C (4.85583, -4.61207, -2.17125)
N (4.31238, -3.43208, -2.46349)
C (3.08469, -3.17801, -2.02006)
C (2.33520, -4.09445, -1.29739)
C (2.89921, -5.32567, -0.99898)
C (0.94290, -3.81731, -0.84538)
O (0.15291, -4.69748, -0.63862)
O (0.59287, -2.51546, -0.71040)
H (5.85447, -4.80355, -2.54934)
H (2.68159, -2.20667, -2.27487)
H (2.33198, -6.05703, -0.43728)

Atoms 1-3, force components in eV/Å:
-0.074 -0.266 0.379
0.250 -0.169 0.057
0.153 0.174 -0.033

These are the Löwdin partial charges, in e, on atoms 1 to 8: In 1.08; F 0.11; C -0.52; F 0.21; F 0.22; C -0.27; O -0.13; C -0.55

No. 3
A molecular structure, C5H13NO6P2. Source: the OMol25 dataset; level of theory: the ωB97M-V functional and the def2-TZVPD basis.

Its energy above the lowest of the compared OMol25 structures with the same formula, charge and spin is 0.0 kcal/mol. Its total charge is -2. For the HOMO energy, the calculation gives -1.82 eV. The calculation puts the HOMO-LUMO gap at 7.5 eV.

Cartesian coordinates (Å):
C (-2.03176, -1.56074, 0.73692)
C (0.16057, -2.61682, 0.84193)
C (-0.72672, 0.22211, -1.52377)
C (-0.67695, -1.64237, 0.14061)
C (-0.10139, -0.18754, -0.21280)
N (1.28503, -0.52161, -0.53690)
O (0.41287, 0.57446, 2.42774)
O (0.94227, 3.17819, -2.09114)
O (2.88978, 2.32246, -0.61148)
O (-1.66654, 1.56845, 1.19648)
O (1.93732, 4.58139, -0.10820)
O (0.67184, 2.21254, 0.56489)
P (-0.27299, 1.02430, 1.16543)
P (1.72839, 3.24323, -0.81876)
H (-2.09378, -0.61336, 1.33859)
H (-2.82983, -1.38320, -0.09890)
H (-2.16289, -2.51159, 1.14169)
H (0.14468, -2.42809, 1.97320)
H (1.26110, -2.59639, 0.51038)
H (-0.19510, -3.68872, 0.72830)
H (-0.61012, 1.31850, -1.83010)
H (-1.75978, 0.14009, -1.38300)
H (-0.33120, -0.28207, -2.35393)
H (-0.84286, -1.98140, -0.89336)
H (1.54520, 0.28425, -1.00331)
H (1.77452, -0.50516, 0.35277)
H (1.54833, 1.84909, 0.34672)

Atoms 1-3, force components in eV/Å:
-1.899 2.737 -1.762
2.548 -1.450 2.195
-0.057 3.483 0.632

These are the Löwdin partial charges, in e, on atoms 1 to 8: C -0.10; C -0.13; C -0.07; C -0.46; C -0.54; N 0.05; O -0.35; O -0.38

Which formula does entry 3 have? C5H13NO6P2

The lowest total charge belongs to which entry? C5H13NO6P2

total charge of number 2 (C24H19BrF9InN9O4)? +1

What is the total charge in the second record? +1